# C3H6AlCl2F4IO2P

C3H6AlCl2F4IO2P as an isolated structure at a distorted geometry (ωB97M-V/def2-TZVPD, OMol25).

HOMO in Ha: -0.155
Kohn-Sham gap in eV: 6.84
Charge: -1
LUMO level in eV: 2.61
Relative energy (zero: lowest compared OMol25 entry of this formula, charge and spin) in kJ/mol: 194.10

Last column: Löwdin charge in e.
Geometry (Å):
O: 0.966 -1.582 1.196  -0.4607
P: 1.177 0.140 1.387  0.6652
O: 1.352 0.856 -0.193  -0.4804
Al: -0.861 0.946 2.200  -0.1812
I: -0.526 3.461 2.930  0.1213
C: -2.250 0.787 0.697  -0.3254
F: -3.299 1.864 0.761  -0.1188
F: -1.601 0.916 -0.657  -0.1021
C: -3.038 -0.677 0.654  -0.1323
F: -2.161 -1.767 0.089  -0.0728
F: -3.569 -1.102 1.977  -0.0707
H: 1.408 -2.093 1.940  0.0422
H: 2.222 1.354 -0.205  -0.0103
H: -1.204 0.138 3.518  -0.1034
H: -3.936 -0.562 -0.114  0.1690
C: 2.974 -0.643 -3.186  -1.0151
Cl: 3.816 0.519 -2.153  0.5285
Cl: 3.349 -0.367 -4.891  0.4798
H: 3.286 -1.653 -2.912  0.0307
H: 1.897 -0.536 -3.037  0.0363

---

# C3H6BNO2

A 2-piece molecular cluster, C3H6BNO2 overall at a distorted geometry (ωB97M-V/def2-TZVPD, OMol25).

HOMO (spin up / spin down) in Ha: -0.190 / -0.425
Kohn-Sham gap (spin up / spin down) in eV: 5.85 / 9.27
Multiplicity: 3
LUMO level (spin up / spin down) in eV: 0.69 / -2.29
Relative energy (zero: lowest compared OMol25 entry of this formula, charge and spin) in kJ/mol: 210.94
<S²>: 2.0152

Last column: Löwdin charge in e.
Geometry (Å):
B: 1.039 -0.407 0.851  -0.5291
C: 0.231 1.382 -1.292  -0.2798
C: -1.684 -0.103 -0.514  -0.0688
C: -0.526 0.921 -0.180  -0.1606
N: 0.864 1.631 -2.216  0.1660
O: 0.437 -1.602 1.173  0.1490
O: 2.309 -0.049 0.852  0.2218
H: -1.547 -0.991 0.071  0.0415
H: -1.579 -0.320 -1.638  0.1133
H: -2.553 0.416 -0.135  0.0699
H: -0.936 1.569 0.669  0.1398
H: 0.869 -2.391 0.991  0.0551
H: 3.076 -0.057 1.369  0.0820

---

# C3H6BaMgO4S

C3H6BaMgO4S as an isolated structure at a distorted geometry (ωB97M-V/def2-TZVPD, OMol25).

HOMO in Ha: -0.267
Kohn-Sham gap in eV: 6.88
LUMO level in eV: -0.38
Relative energy (zero: lowest compared OMol25 entry of this formula, charge and spin) in kJ/mol: 0.00

Last column: Löwdin charge in e.
Geometry (Å):
Mg: -0.643 1.646 0.827  0.7811
S: 1.993 0.816 -0.212  0.6561
O: 1.746 -0.705 0.386  -1.2661
O: 1.295 1.864 0.813  -0.7496
O: -1.415 1.275 -0.922  -0.3824
C: -2.577 0.523 -0.979  -0.3845
C: -2.768 -0.656 -0.023  -0.2449
O: -1.569 -1.072 0.627  -0.6353
C: -1.192 -0.211 1.800  -0.2173
Ba: 0.405 -1.454 -0.607  1.9230
H: -2.573 0.078 -1.997  0.1063
H: -3.450 1.187 -0.813  0.1120
H: -3.081 -1.540 -0.599  0.1192
H: -3.512 -0.420 0.753  0.1180
H: -0.359 -0.792 2.237  0.0297
H: -2.038 -0.321 2.497  0.0347

---

# C3H6Br2NO

A 2-piece molecular cluster, C3H6Br2NO overall at a distorted geometry (ωB97M-V/def2-TZVPD, OMol25).

HOMO (spin up / spin down) in Ha: -0.525 / -0.525
Kohn-Sham gap (spin up / spin down) in eV: 8.64 / 8.64
Charge: +1
LUMO level (spin up / spin down) in eV: -5.65 / -5.65
Relative energy (zero: lowest compared OMol25 entry of this formula, charge and spin) in kJ/mol: 201.64

Last column: Löwdin charge in e.
Geometry (Å):
C: -0.292 1.601 -0.254  -0.9524
C: 0.126 -0.909 1.598  0.1695
C: -0.485 0.189 -0.322  -0.7711
N: 0.676 -0.367 -1.208  0.1808
O: 0.825 2.046 -0.276  0.0508
Br: -1.840 2.646 -0.031  0.8593
Br: -2.168 -0.570 -0.642  0.8429
H: 1.285 -0.966 1.684  0.1030
H: -0.449 -1.696 1.144  -0.0024
H: -0.413 -0.362 2.365  0.0541
H: 0.308 -1.127 -1.841  0.1749
H: 1.180 0.325 -1.747  0.1555
H: 1.246 -0.811 -0.470  0.1352

---

| no. | DFT total energy (eV) |
| --- | --- |
| 1 | -67207.194 |
| 2 | -9465.704 |
| 3 | -28369.909 |
| 4 | -146820.621 |